No. 1
C27H30N10S4V as an isolated structure. Source: OMol25; level of theory: wB97M-V/def2-TZVPD.

2S+1: 4
Relative energy (zero: lowest compared OMol25 entry of this formula, charge and spin): 2.00 kcal per mole
Kohn-Sham gap (alpha / beta): 7.274 / 7.587 eV
DFT total energy: -4130.797938 Eh
Net charge: +2
Expectation value of S²: 3.76

CARTESIAN COORDINATES (ANGSTROEM)
V1 0.330 -1.305 -0.198
C1 -1.073 -1.815 4.092
C2 -0.649 -2.117 2.801
N1 -0.336 -1.163 1.934
C3 -0.506 0.113 2.337
C4 -0.911 0.392 3.636
N2 -1.183 -0.566 4.513
C5 -0.269 1.173 1.331
C6 -0.399 2.532 1.574
C7 -0.159 3.437 0.541
C8 0.210 2.940 -0.711
C9 0.322 1.572 -0.889
N3 0.062 0.729 0.115
C10 0.717 0.923 -2.162
C11 1.062 1.646 -3.301
N4 1.357 1.055 -4.450
C12 1.323 -0.269 -4.482
C13 1.029 -1.014 -3.347
N5 0.744 -0.422 -2.191
C14 -0.285 4.892 0.767
C15 -0.824 5.724 -0.210
C16 -0.926 7.082 0.053
N6 -0.523 7.635 1.190
C17 -0.003 6.843 2.119
C18 0.133 5.470 1.960
H1 -1.315 -2.606 4.790
H2 -0.557 -3.138 2.468
H3 -1.030 1.408 3.986
H4 -0.698 2.904 2.542
H5 0.428 3.634 -1.509
H6 1.104 2.727 -3.293
H7 1.543 -0.756 -5.423
H8 1.018 -2.097 -3.365
H9 -1.187 5.333 -1.152
H10 -1.352 7.752 -0.684
H11 0.326 7.323 3.033
H12 0.588 4.883 2.747
C19 -5.423 1.371 -2.046
C20 -4.822 0.186 -1.393
N7 -5.430 -0.638 -0.605
N8 -4.488 -1.553 -0.263
C21 -3.293 -1.324 -0.811
S1 -1.945 -2.343 -0.667
N9 -3.496 -0.200 -1.540
N10 -2.516 0.404 -2.324
H13 -6.474 1.417 -1.777
H14 -5.344 1.303 -3.132
H15 -4.944 2.294 -1.714
H16 -4.726 -2.333 0.328
H17 -2.553 0.007 -3.259
H18 -2.736 1.391 -2.393
C22 3.636 -3.139 2.117
C23 3.504 -1.639 1.917
S2 2.800 -1.027 0.358
C24 3.592 -2.008 -0.938
C25 3.044 -3.413 -1.229
S3 1.251 -3.631 -0.989
C26 1.137 -5.165 -0.028
C27 2.073 -5.334 1.162
S4 2.057 -3.995 2.377
H19 4.247 -3.291 3.008
H20 4.176 -3.607 1.297
H21 4.488 -1.176 2.010
H22 2.869 -1.198 2.688
H23 4.658 -2.071 -0.716
H24 3.505 -1.381 -1.826
H25 3.544 -4.158 -0.618
H26 3.271 -3.660 -2.266
H27 1.281 -5.996 -0.720
H28 0.093 -5.186 0.288
H29 3.100 -5.526 0.853
H30 1.757 -6.236 1.688

No. 2
C27H30N3O2ReSi2 as an isolated structure at a distorted geometry. Source: OMol25; level of theory: wB97M-V/def2-TZVPD.

2S+1: 2
Relative energy (zero: lowest compared OMol25 entry of this formula, charge and spin): 13.40 kcal per mole
Kohn-Sham gap (alpha / beta): 6.274 / 5.980 eV
DFT total energy: -2018.728286 Eh
Net charge: +1
Expectation value of S²: 0.76

CARTESIAN COORDINATES (ANGSTROEM)
Re1 -0.618 -0.063 0.028
C1 -4.422 1.964 1.066
C2 -5.310 1.267 0.268
C3 -4.863 0.143 -0.414
C4 -3.542 -0.232 -0.292
N1 -2.655 0.489 0.445
C5 -3.102 1.549 1.117
C6 -2.989 -1.477 -0.877
C7 -3.657 -2.348 -1.722
C8 -3.011 -3.508 -2.120
C9 -1.727 -3.790 -1.668
C10 -1.107 -2.880 -0.833
N2 -1.740 -1.756 -0.474
C11 0.232 -2.998 -0.228
C12 0.953 -4.173 -0.265
C13 2.154 -4.254 0.429
C14 2.568 -3.155 1.151
C15 1.798 -2.001 1.126
N3 0.663 -1.896 0.436
H1 -4.729 2.834 1.627
H2 -6.341 1.582 0.184
H3 -5.542 -0.436 -1.023
H4 -2.356 2.089 1.680
H5 -4.656 -2.128 -2.067
H6 -3.509 -4.200 -2.786
H7 -1.224 -4.695 -1.975
H8 0.577 -5.025 -0.812
H9 2.735 -5.166 0.415
H10 3.481 -3.162 1.729
H11 2.128 -1.125 1.660
C16 2.200 -0.952 -2.080
Si1 1.614 0.577 -1.124
C17 1.710 1.964 -2.379
C18 2.841 0.962 0.253
C19 4.206 1.067 -0.034
C20 5.123 1.352 0.966
C21 4.685 1.547 2.270
C22 3.332 1.455 2.564
C23 2.399 1.159 1.565
Si2 0.552 1.057 1.950
C24 0.227 0.047 3.506
C25 0.104 2.837 2.359
H12 3.052 -0.663 -2.701
H13 1.423 -1.320 -2.757
H14 2.527 -1.776 -1.444
H15 2.709 1.954 -2.824
H16 1.536 2.935 -1.924
H17 0.990 1.824 -3.190
H18 4.561 0.923 -1.050
H19 6.177 1.426 0.729
H20 5.397 1.774 3.053
H21 3.003 1.615 3.586
H22 0.721 0.514 4.363
H23 0.554 -0.992 3.448
H24 -0.846 0.048 3.716
H25 0.703 3.138 3.225
H26 -0.937 3.026 2.623
H27 0.364 3.479 1.521
C26 -1.945 2.626 -2.919
O1 -1.653 1.524 -2.038
C27 -0.901 1.817 -0.931
O2 -0.554 2.943 -0.688
H28 -2.754 2.293 -3.563
H29 -1.066 2.870 -3.514
H30 -2.241 3.501 -2.345

The highest DFT total energy belongs to which entry?
C27H30N3O2ReSi2